Entry 1:
Computed, not measured: a single C14H17BrClO6PS molecule, with ωB97M-V/def2-TZVPD.

The geometry in XYZ format:
```
41
Properties=species:S:1:pos:R:3
H 2.16802 -0.12691 2.91226
H -0.12480 -1.94855 -2.91155
H -0.79107 -0.03087 -1.39138
C -1.62788 -4.00148 -0.75182
O -0.45282 0.77000 1.61246
O -2.70994 0.34658 0.69391
H 0.07094 -1.57781 2.03629
O -2.36537 2.07966 2.38819
H 2.19199 -0.57434 0.53511
H -0.51615 1.90906 -2.23148
C -0.39808 -2.22525 1.25596
H -0.90380 -3.92090 2.69199
C -1.17013 -2.26843 -2.61529
O 2.77656 2.46433 -2.02043
C 2.27200 0.78218 2.27129
C -1.09209 -2.69466 -1.10867
C 1.74320 1.96319 -2.31310
C 1.88568 0.48706 0.74738
S -1.91538 1.45926 1.16246
Br 1.85166 0.52868 -3.69709
C -0.93200 -3.54567 1.63739
H 0.96336 -0.59225 -1.22532
H -1.81301 -1.35833 -2.74890
C -0.48666 -1.76461 -0.12239
H -0.62528 4.14915 2.17831
H -1.46171 -3.12683 -3.27025
P 0.98610 3.58897 0.87195
C 0.34399 0.68380 0.43271
C 0.20251 2.16923 -0.16627
H 3.35169 1.10897 2.24244
C -1.56267 -4.42439 0.65512
H 0.25822 3.49226 -1.93494
H 1.68573 1.62107 2.72052
C 0.00061 -0.38973 -0.67214
H -2.08172 -4.63428 -1.55277
C 0.36329 2.38647 -1.72155
H 2.55941 1.14652 0.13640
H -2.00161 -5.41913 0.89829
O 0.17365 3.60252 2.35905
O -1.25212 2.45239 0.02201
Cl 0.43566 5.43309 -0.00613
```

Values from the calculation:
Kohn-Sham gap ... 8.72 eV
Lowest unoccupied orbital energy ... -0.11 eV
Net charge ... 0
SMILES ... CC[C@@]1(Cc2ccccc2C)OS(=O)(=O)O[C@@]1(CC(=O)Br)P(O)Cl
Calculated total energy ... -4768.8036 Eh

What are the Mulliken partial charges on each atom? They are as follows, in elementary charge units:
1. H 0.31
2. H 0.19
3. H 0.12
4. C -0.77
5. O -0.48
6. O -0.58
7. H 0.24
8. O -0.61
9. H 0.47
10. H 0.37
11. C -0.41
12. H 0.34
13. C -1.21
14. O -0.41
15. C -1.18
16. C 0.88
17. C 0.18
18. C -0.61
19. S 1.32
20. Br -0.19
21. C -0.82
22. H 0.49
23. H 0.25
24. C 0.25
25. H 0.32
26. H 0.39
27. P 0.29
28. C 1.24
29. C 0.51
30. H 0.37
31. C -0.45
32. H 0.57
33. H 0.29
34. C -0.80
35. H 0.31
36. C -0.73
37. H 0.29
38. H 0.34
39. O -0.44
40. O -0.39
41. Cl -0.26

Entry 2:
Computed, not measured: 11 unconnected molecules or ions with the total composition C21H64N12O11, with ωB97M-V/def2-TZVPD.

The geometry in XYZ format:
```
108
Properties=species:S:1:pos:R:3
H 3.38294 4.70946 1.48448
O 1.89294 -3.51354 -2.02452
H -1.17406 1.04946 3.12448
H 5.08594 -1.22554 5.26748
H -1.18006 0.14646 1.32448
H 1.10594 -3.82554 -5.88752
H 3.22894 2.44146 1.49848
C -2.56406 3.40546 -0.15452
H -0.65406 -0.85454 -4.59452
C 0.06594 -0.03254 -0.11852
C 1.79694 -3.08754 -5.43952
N -1.95006 1.37346 -3.02852
N 2.73394 -1.26454 -2.18152
O 0.20794 -1.19154 3.24348
H -3.34106 1.74946 -1.12552
C 3.64294 -0.65354 2.76848
N 1.17294 2.64246 -1.73652
O -2.26606 -2.48554 0.60648
H 0.06594 -2.04554 -3.54352
H 5.79194 -0.74154 1.86048
C -1.59106 -3.34254 0.05248
H 1.24194 4.46746 -3.30452
H -1.64306 1.71746 -3.94352
H -5.80706 -1.11954 1.18148
N 1.71394 3.62446 -3.54152
H -5.28106 0.45746 3.61848
H 2.72094 -2.99254 -5.89052
H 4.38094 0.42846 5.31048
N -1.21206 -0.01454 0.27648
H 2.46994 -1.26554 -3.19452
H 2.44994 -2.93454 0.46948
N -1.70506 0.14746 3.00648
H 2.35794 3.73246 -4.35052
H -2.14406 0.04246 -0.95252
H -4.08406 -1.32354 1.73948
N -1.94806 -2.12454 3.27348
H 2.15994 -3.35054 -4.48352
H -2.93606 -2.09654 3.61648
H 1.06894 -0.31154 -1.80052
H -2.30406 -3.77854 -1.87052
H -0.56206 0.08046 -2.07852
H -0.81806 -2.53254 -4.96552
H 3.47094 4.37446 3.25948
C 1.81494 2.54746 -2.88752
C -5.74606 0.91446 2.72548
H -2.18806 -4.16554 0.28848
H -3.63506 -0.67154 -1.59452
H 1.32294 0.11346 -5.28752
H 1.90694 1.24946 3.43148
H 1.85494 2.87346 4.03548
H -1.25406 1.81446 0.20448
O 1.12694 0.09946 0.80048
O 5.90494 -0.74654 2.80848
H -1.54906 -2.16554 -1.74552
C 2.82794 4.29546 2.34548
H 0.33894 -2.75254 0.89448
H -2.18306 -2.56154 1.62648
H 0.26994 -4.44354 0.37348
H -3.54706 1.64946 0.76448
N -3.51106 2.65946 -0.67552
N -2.95006 0.09146 -1.64652
C -2.81006 0.43646 -2.90852
H 2.93294 -0.75054 3.58648
C -0.28406 -3.60154 0.82848
O -3.50006 -0.10754 -3.95652
N -1.46406 2.79546 0.17648
H 3.40294 1.93546 3.79448
C 1.09294 -1.65854 -5.46652
C 2.50294 2.85446 2.13548
H 1.46394 1.68146 1.35448
H -0.57406 -3.58854 -1.93952
H 1.04194 1.76746 -1.28852
H -5.80106 1.98346 2.88548
H 3.08494 -0.35854 -1.74152
H 2.03594 4.92346 2.69648
H -0.47506 -3.93954 1.81948
H 0.79994 -1.51554 -6.49252
N 0.15394 -0.01954 -1.41552
C -1.48106 -3.20954 -1.50252
H 5.17094 0.96246 2.93648
H -4.37006 3.15846 -1.01652
O -2.70206 4.75846 -0.06452
C -1.16006 -1.02454 3.17248
H -6.76606 0.44546 2.64248
H -0.71906 3.40546 0.50348
C 2.33394 -2.31654 -1.51252
O 2.46994 1.43646 -3.31752
C -4.79506 -0.74854 1.12148
O -3.86306 1.28746 1.60648
H 6.01694 0.21646 5.26448
H -1.70806 -0.93154 0.17048
H -1.38606 -2.88354 3.55448
O 1.40094 2.60246 1.59048
H 2.88294 -1.27854 0.08548
C 5.12794 -0.23254 4.84548
H -4.36606 -0.89554 0.09748
H 3.72394 -1.67454 2.28248
H 3.21994 0.08046 2.10148
H 0.66194 3.40546 -1.37252
C 2.38694 2.16646 3.40548
N 2.62094 -2.19354 -0.23052
H -1.62806 1.97446 -2.20352
H -2.74906 0.19846 2.91348
O 1.79194 -0.71654 -5.06352
H -5.48706 1.03346 0.53548
C -0.10906 -1.77254 -4.55352
C -4.94906 0.68146 1.42948
C 4.97494 -0.05654 3.27648
```

Values from the calculation:
ΔE to the lowest compared entry with this formula, charge and spin ... 1334.2 kJ/mol
Kohn-Sham gap ... 9.23 eV
Lowest unoccupied orbital energy ... 0.01 eV
Net charge ... 0
SMILES ... NC(N)=O.NC(N)=O.NC(N)=O.NC(N)=O.NC(N)=O.NC(N)=O.CC(C)O.CC(C)O.CC(C)O.CC(C)O.CC(C)O
Calculated total energy ... -2322.9982 Eh

Here are the Mulliken charges for atoms 1 to 99, given in e:
1. H 0.38
2. O -0.73
3. H 0.26
4. H 0.34
5. H -0.79
6. H 0.36
7. H 0.18
8. C 0.29
9. H 0.14
10. C 0.33
11. C -1.50
12. N 0.01
13. N -0.48
14. O -0.58
15. H 0.32
16. C -0.36
17. N -0.06
18. O -0.70
19. H -0.47
20. H 0.36
21. C 0.02
22. H 0.17
23. H 0.28
24. H 0.63
25. N -0.34
26. H 0.29
27. H 0.50
28. H 0.35
29. N 1.07
30. H 0.08
31. H 0.35
32. N -0.40
33. H 0.32
34. H 0.23
35. H -0.32
36. N -0.50
37. H 0.27
38. H 0.25
39. H -0.60
40. H 0.50
41. H -0.58
42. H 0.53
43. H 0.42
44. C 0.42
45. C -1.48
46. H 0.60
47. H 0.23
48. H 0.33
49. H 0.30
50. H 0.48
51. H -0.26
52. O -0.19
53. O -0.53
54. H -0.15
55. C -1.82
56. H -0.21
57. H 0.09
58. H 0.45
59. H -0.21
60. N -0.10
61. N 0.38
62. C 0.10
63. H 0.35
64. C -0.97
65. O -0.79
66. N 0.38
67. H 0.12
68. C -0.03
69. C 1.50
70. H -0.24
71. H 0.21
72. H -0.16
73. H 0.38
74. H 0.15
75. H 0.42
76. H 0.50
77. H 0.51
78. N 1.68
79. C -0.50
80. H 0.24
81. H 0.27
82. O -0.81
83. C 0.60
84. H 0.38
85. H 0.21
86. C 0.57
87. O -0.71
88. C -0.49
89. O -0.58
90. H 0.41
91. H -0.53
92. H 0.32
93. O -0.19
94. H -0.20
95. C -1.52
96. H -0.13
97. H 0.42
98. H -0.27
99. H 0.23

Entry 3:
Computed, not measured: a molecular structure, Cd2N3O9, with ωB97M-V/def2-TZVPD.

The geometry in XYZ format:
```
14
Properties=species:S:1:pos:R:3
O 0.30380 1.12661 -0.71602
N -3.52119 0.83946 -2.14906
O -4.21261 0.20815 -1.35674
O 0.51825 -0.56765 0.39757
N 1.01208 0.33988 -0.15695
O 2.71741 -1.76714 2.16730
N 2.03125 -1.07760 2.92865
O 0.86143 -1.32543 3.20088
O -4.13783 1.31302 -3.04584
Cd -0.12523 1.90998 -2.44861
O -2.26874 1.05587 -1.92065
O 2.17063 0.00354 -0.36270
O 2.37677 -0.00701 3.44801
Cd 2.27396 -2.05169 0.01417
```

Values from the calculation:
ΔE to the lowest compared entry with this formula, charge and spin ... 305.6 kJ/mol
Kohn-Sham gap ... 3.73 eV
Lowest unoccupied orbital energy ... -8.38 eV
Net charge ... +1
Calculated total energy ... -1175.9712 Eh

What are the Mulliken partial charges on each atom? They are as follows, in elementary charge units:
1. O -0.69
2. N 0.96
3. O -0.46
4. O -0.62
5. N 1.84
6. O -0.69
7. N 1.12
8. O -0.52
9. O -0.54
10. Cd 1.19
11. O -0.48
12. O -0.85
13. O -0.51
14. Cd 1.25